*A*
C6H11P | ωB97M-V/def2-TZVPD

Last column: Mulliken charge in e.
Positions of all 18 atoms, in Å:
P -0.9321 0.9152 1.3879  -0.032
C 0.2836 1.9161 -1.4783  -0.898
C -2.0507 -0.4450 2.0448  -0.969
C 0.6094 0.7019 -1.0862  0.278
C 0.6482 -0.0598 1.3606  -0.776
C -0.0833 -0.0007 0.0058  0.163
C 1.3050 -0.3670 -1.9232  -1.097
H -0.6719 -1.0121 -0.1336  0.326
H 0.8536 2.2441 -2.3442  0.309
H -2.6316 0.0037 2.7705  0.376
H 0.7460 -0.9581 1.9326  0.314
H 0.5527 -1.0406 -2.5500  0.228
H -1.3659 -1.0878 2.5252  0.277
H -0.3446 2.4032 -0.7762  0.307
H 1.6206 0.5253 1.2981  0.298
H -2.6744 -0.8803 1.1454  0.239
H 2.0704 0.1355 -2.6842  0.331
H 2.0127 -0.9510 -1.3538  0.325

Its spin multiplicity is 1. The LUMO energy comes out at 0.038 hartree. The value obtained for the HOMO-LUMO gap is 0.36220 hartree. The SMILES is C=C(C)[C@H]1CP1C. Its net charge is 0. The HOMO energy comes out at -0.3242 hartree.

*B*
C6H11P | ωB97M-V/def2-TZVPD

Last column: Mulliken charge in e.
Positions of all 18 atoms, in Å:
P -2.7800 -1.4413 0.3370  -0.129
C 1.1446 -0.7289 0.6392  -0.629
C -1.4741 2.2352 -0.1557  -0.931
C 2.7012 -1.2691 -1.1937  -0.730
C -1.8000 1.2802 1.0142  0.037
C 1.5097 -0.9500 -0.7942  0.116
C -2.0247 0.0086 0.7077  -0.151
H 0.7904 0.2531 0.6867  0.063
H -1.8446 1.5914 -1.0741  0.267
H 0.6646 -1.0101 -1.5266  0.246
H -1.4726 1.6308 2.0411  0.302
H 3.6326 -1.3750 -0.5557  0.235
H 0.2039 -1.3980 0.7850  -0.027
H -0.4622 2.5298 -0.2482  0.300
H -1.5764 -2.2580 0.2764  0.027
H 1.8837 -0.9805 1.3109  0.411
H -2.0774 3.0835 -0.0020  0.347
H 2.9816 -1.2017 -2.2480  0.246

Its spin multiplicity is 1. The LUMO energy comes out at 0.009 hartree. The value obtained for the HOMO-LUMO gap is 0.35191 hartree. The SMILES is CC=C=P.C=CC. Its net charge is 0. The HOMO energy comes out at -0.3426 hartree.

According to the calculations, the structures order from most to least stable as *A*, *B*.

*A*
C5H7PS | ωB97M-V/def2-TZVPD

Last column: Mulliken charge in e.
Positions of all 14 atoms, in Å:
S 1.5158 -1.4385 -0.3959  -0.132
P -0.4892 -1.8857 -0.3639  0.051
C -1.1050 1.0301 -0.3628  -0.171
C 0.0189 1.0702 -1.2068  -0.649
C 1.1043 0.8407 -0.2774  -0.225
C -0.8245 0.6766 0.9297  -0.686
C 0.5129 0.6125 1.1602  -0.273
H -0.2249 -3.2386 -0.7339  0.081
H -1.4912 0.4883 1.7244  0.451
H 2.1037 1.0714 -0.4766  0.577
H -0.4294 -2.3461 0.8771  0.036
H -2.1579 1.2855 -0.6877  0.298
H 1.1783 0.4708 2.0644  0.301
H 0.2883 1.3627 -2.2507  0.341

Its spin multiplicity is 1. The LUMO energy comes out at -0.027 hartree. The value obtained for the HOMO-LUMO gap is 0.27618 hartree. Its net charge is 0. The HOMO energy comes out at -0.3029 hartree.

*B*
C5H7PS | ωB97M-V/def2-TZVPD

Last column: Mulliken charge in e.
Positions of all 14 atoms, in Å:
S -1.2527 2.4670 1.9919  -0.123
P 0.2280 0.0139 -1.9244  -0.160
C -0.7034 2.3890 0.3699  -0.541
C 1.3183 -1.4246 -1.7649  -0.474
C 0.9573 -0.4938 0.5813  -0.332
C 1.5642 -1.5221 -0.4200  -0.238
C 0.0935 0.2299 -0.1702  -0.040
H -1.4195 2.5764 -0.4913  0.306
H 1.7677 -2.0415 -2.5621  0.373
H 2.1318 -2.3606 -0.0168  0.308
H -0.1395 1.8557 2.4297  0.111
H 0.3565 2.6567 0.1312  0.367
H 1.2466 -0.5527 1.5745  0.410
H 1.2713 0.9787 -2.0233  0.034

Its spin multiplicity is 1. The LUMO energy (spin up / spin down) comes out at 0.002 / 0.002 hartree. The value obtained for the HOMO-LUMO gap (spin up / spin down) is 0.30256 / 0.30272 hartree. Its net charge is 0. The HOMO energy (spin up / spin down) comes out at -0.3008 / -0.3009 hartree.

According to the calculations, the structures order from most to least stable as *A*, *B*.

*A*
C5H15NO2 | ωB97M-V/def2-TZVPD

Last column: Mulliken charge in e.
Positions of all 23 atoms, in Å:
O -3.7316 0.1486 -0.3843  -0.630
O 2.9468 0.8423 -0.4387  -0.653
N 0.3224 0.5475 0.4530  -0.237
C 0.2459 -0.7329 1.1945  -0.590
C -0.1455 0.2151 -0.9024  -0.676
C 0.4486 -1.1857 -1.2040  -0.557
C -0.4746 1.5991 1.0952  -0.971
C 0.8985 -1.7175 0.2052  -0.636
H 1.3283 -1.1534 -1.8510  0.247
H -3.6837 -0.5088 0.2929  0.314
H 0.5418 -2.7796 0.4005  0.327
H -0.2975 -1.8160 -1.6575  0.355
H 0.8264 -0.6298 2.1185  0.364
H 0.1502 0.9861 -1.7102  0.260
H -0.0702 1.8194 2.1171  0.280
H -0.4150 2.5394 0.4424  0.292
H 3.4999 1.2900 0.1249  0.297
H 1.9500 -1.6357 0.2635  0.302
H -0.7987 -1.0349 1.3239  0.314
H -1.5052 1.2914 1.2122  0.306
H -1.2326 0.2351 -0.9174  0.483
H -4.2100 -0.3019 -1.1135  0.303
H 2.0999 0.8697 0.0352  0.508

Its spin multiplicity is 1. The LUMO energy comes out at 0.022 hartree. The value obtained for the HOMO-LUMO gap is 0.34929 hartree. The SMILES is CN1CCCC1.O.O. Its net charge is 0. The HOMO energy comes out at -0.3275 hartree.

*B*
C5H15NO2 | ωB97M-V/def2-TZVPD

Last column: Mulliken charge in e.
Positions of all 23 atoms, in Å:
O 1.7831 1.4683 2.0987  -0.515
O -1.0895 -3.3343 -1.2473  -0.662
N -0.7112 -0.1163 -1.2212  -0.225
C -1.9633 0.6587 -1.0590  -0.990
C 1.7045 -0.1954 -0.8351  -1.706
C 0.0899 -0.0027 1.1281  -0.757
C 0.3786 0.3591 -0.3463  0.616
C 0.4120 1.1080 2.1002  -0.799
H 2.5072 0.2270 -0.2308  0.379
H -0.6325 -2.6231 -1.7244  0.347
H 1.7747 -1.2795 -0.7220  0.346
H 1.8922 0.0534 -1.8870  0.425
H -2.7950 -0.0336 -1.0560  0.260
H 0.6541 -0.8994 1.3761  0.411
H -0.1657 2.0029 1.8842  0.317
H -1.9095 1.2412 -0.1480  0.327
H -2.0978 1.3484 -1.8879  0.319
H 0.4516 1.4524 -0.4496  0.177
H -0.9644 -0.2670 1.1698  0.442
H -0.3789 0.0575 -2.1663  0.284
H 0.0733 0.8282 3.1018  0.364
H 2.2772 0.7832 2.5609  0.335
H -1.2905 -2.8371 -0.4390  0.306

Its spin multiplicity is 1. The LUMO energy comes out at 0.030 hartree. The value obtained for the HOMO-LUMO gap is 0.37212 hartree. The SMILES is CN[C@H](C)CCO.O. Its net charge is 0. The HOMO energy comes out at -0.3416 hartree.

*C*
C5H15NO2 | ωB97M-V/def2-TZVPD

Last column: Mulliken charge in e.
Positions of all 23 atoms, in Å:
O 2.4767 1.4375 -1.3549  -0.660
O 1.8438 -1.2101 0.4023  -0.535
N -0.8680 0.4236 0.7000  0.067
C 0.0566 1.5588 0.8145  -1.119
C -0.7153 -0.2117 -0.6227  -0.711
C -0.4108 -1.7152 -0.5521  -0.795
C 1.0741 -2.0623 -0.4466  -0.509
C -2.2678 0.8419 0.9254  -1.110
H 0.1055 0.2595 -1.1819  0.248
H -0.3394 2.3306 1.4785  0.430
H -0.9549 -2.0818 0.3248  0.324
H 1.0783 -3.0624 -0.0025  0.338
H 2.1564 0.7377 -0.7718  0.331
H 3.1002 1.8932 -0.7679  0.299
H 1.0470 1.2565 1.1407  0.200
H 1.2558 -0.9263 1.1118  0.307
H -2.9179 0.2710 0.2693  0.410
H 0.1284 2.0965 -0.1387  0.478
H -2.4456 1.9174 0.8916  0.357
H -0.8657 -2.2314 -1.3998  0.381
H -2.5371 0.5299 1.9429  0.300
H 1.5294 -2.0440 -1.4341  0.352
H -1.5295 -0.0088 -1.3289  0.617

Its spin multiplicity is 1. The LUMO energy comes out at 0.033 hartree. The value obtained for the HOMO-LUMO gap is 0.35725 hartree. The SMILES is CN(C)CCCO.O. Its net charge is 0. The HOMO energy comes out at -0.3241 hartree.

According to the calculations, the structures order from most to least stable as *A*, *B*, *C*.

*A*
C5H15NO2 | ωB97M-V/def2-TZVPD

Last column: Mulliken charge in e.
Positions of all 23 atoms, in Å:
O -0.7754 -0.0518 2.2843  -0.503
O 1.9723 -2.5370 3.9406  -0.639
N -0.8632 -1.0946 0.1446  -0.275
C 0.1598 2.2394 -0.9751  -1.678
C 0.1629 0.7357 -1.3036  1.217
C -0.1362 -0.9050 1.3533  -0.264
C -1.0875 0.0840 -0.6832  -0.997
C 0.2021 0.5508 -2.8177  -1.713
H 0.2042 2.4297 0.0964  0.372
H 1.0065 1.1096 -3.3010  0.413
H 1.7074 -3.4193 4.2142  0.315
H 0.8988 -0.5767 1.2906  0.289
H 1.0070 2.7531 -1.4385  0.431
H -1.8046 -0.1523 -1.4468  0.452
H 0.3581 -0.5015 -3.0684  0.374
H -1.5696 0.3913 1.9843  0.303
H 1.1659 -2.0495 3.7268  0.337
H -0.7416 2.7336 -1.3585  0.378
H -0.6863 0.9333 -3.2918  0.402
H -0.6694 -1.9754 -0.3025  0.247
H -0.0742 -1.8671 1.8707  0.178
H -1.5474 0.8055 -0.0057  0.232
H 1.1105 0.3642 -0.9129  0.128

Its spin multiplicity is 1. The LUMO energy comes out at 0.030 hartree. The value obtained for the HOMO-LUMO gap is 0.35815 hartree. The SMILES is CC(C)CNCO.O. Its net charge is 0. The HOMO energy comes out at -0.3281 hartree.

*B*
C5H15NO2 | ωB97M-V/def2-TZVPD

Last column: Mulliken charge in e.
Positions of all 23 atoms, in Å:
O 1.2130 -0.9325 -1.8749  -0.959
O -1.2371 -1.1559 -1.1019  -0.443
N 1.3187 -0.9146 0.8112  -0.468
C -3.1914 0.1063 -0.6544  -1.389
C 2.3629 1.2491 0.0459  -0.762
C -1.2388 0.4147 0.7770  -0.736
C 2.3082 0.1339 1.0971  -0.449
C -1.9929 -0.5815 0.0058  0.627
H 3.2805 -0.3552 1.1865  0.306
H 2.9424 2.0872 0.4414  0.371
H -2.7740 0.8376 -1.3473  0.380
H 2.0650 0.5684 2.0698  0.347
H -3.8182 -0.6146 -1.1692  0.342
H 1.2683 -1.0774 -0.2479  0.524
H -2.2965 -1.4518 0.5894  0.212
H -0.2783 -0.9109 -1.0618  0.281
H -1.0938 0.2611 1.8411  0.412
H 2.7892 0.8990 -0.8888  0.245
H -3.7776 0.6409 0.0989  0.383
H 1.7323 -1.7431 -1.8431  0.218
H -1.3188 1.4338 0.4106  0.309
H 1.3442 1.5913 -0.1527  0.166
H 0.3925 -0.4856 0.9673  0.081

Its spin multiplicity is 1. The LUMO energy comes out at -0.133 hartree. The value obtained for the HOMO-LUMO gap is 0.16305 hartree. Its net charge is 0. The HOMO energy comes out at -0.2958 hartree.

*C*
C5H15NO2 | ωB97M-V/def2-TZVPD

Last column: Mulliken charge in e.
Positions of all 23 atoms, in Å:
O 1.1842 -2.3836 1.6679  -0.648
O -0.7227 -2.9820 -0.4081  -0.723
N -0.3355 -0.4121 -1.1909  -0.394
C -0.7106 0.6147 0.8795  -0.117
C 0.2363 2.1294 -0.9182  -1.200
C 1.1001 -0.7409 -1.5531  -1.006
C -0.3381 0.8351 -0.3881  0.172
C -0.8061 1.7593 1.9020  -1.379
H -0.8371 -2.0052 -0.6288  0.574
H 0.3342 -2.6605 1.2591  0.325
H -1.4488 -3.2303 0.1521  0.335
H 0.2238 1.8264 2.2773  0.299
H 1.5462 0.1817 -1.9174  0.440
H -1.0753 2.7327 1.5043  0.359
H -0.3323 2.4676 -1.7892  0.302
H 1.0881 -1.4329 -2.3907  0.377
H 1.2649 1.9764 -1.2400  0.290
H 1.0332 -1.4877 1.9691  0.302
H 1.6975 -1.1442 -0.7394  0.237
H -0.7055 -0.1536 -2.1032  0.293
H 0.2466 2.9521 -0.2083  0.348
H -1.2338 -0.3015 1.1103  0.466
H -1.4091 1.4592 2.7539  0.347

Its spin multiplicity is 1. The LUMO energy comes out at 0.028 hartree. The value obtained for the HOMO-LUMO gap is 0.37284 hartree. The SMILES is C/C=C(\C)NC.O.O. Its net charge is 0. The HOMO energy comes out at -0.3447 hartree.

According to the calculations, the structures order from most to least stable as *A*, *C*, *B*.

*A*
C5H15NO2 | ωB97M-V/def2-TZVPD

Last column: Mulliken charge in e.
Positions of all 23 atoms, in Å:
O 0.1845 -2.2560 -1.1899  -0.502
O 4.9411 -3.7866 3.5565  -0.640
N -1.1310 1.7278 -0.4513  0.047
C -1.0964 2.2008 -1.8251  -0.996
C 0.4233 -0.0502 -0.1400  -0.588
C -1.0482 0.2490 -0.2340  -0.475
C 0.8401 -1.6738 -0.1360  -0.552
C -2.2594 2.3750 0.2665  -1.043
H 4.3663 -4.5361 3.7296  0.322
H -1.5164 -0.4346 -1.0093  0.264
H -1.0074 1.3177 -2.6093  0.295
H -2.3331 1.7644 1.1973  0.321
H 0.8747 0.3008 0.8480  0.191
H -2.0315 3.4078 0.4512  0.341
H 0.3589 -2.1421 0.6884  0.336
H 1.9111 -1.7535 -0.0451  0.316
H -2.1655 2.5697 -2.0833  0.359
H 0.8234 0.4299 -0.9932  0.360
H 4.5072 -3.0159 3.2007  0.317
H -0.3243 2.9611 -1.9288  0.256
H 0.4844 -1.8206 -1.9784  0.324
H -3.2515 2.1583 -0.1024  0.422
H -1.5505 0.0070 0.7877  0.324

Its spin multiplicity is 1. The LUMO energy comes out at 0.024 hartree. The value obtained for the HOMO-LUMO gap is 0.33391 hartree. The SMILES is CN(C)CCCO.O. Its net charge is 0. The HOMO energy comes out at -0.3098 hartree.

*B*
C5H15NO2 | ωB97M-V/def2-TZVPD

Last column: Mulliken charge in e.
Positions of all 23 atoms, in Å:
O -3.0148 -1.8012 -0.0993  -0.533
O -2.2053 2.4271 0.3771  -0.681
N -1.1081 -0.4690 -0.3175  -0.113
C 2.5313 -0.3681 1.1230  -1.105
C 0.9713 0.8627 -0.5714  -0.505
C 0.2133 -0.3785 -0.9832  -0.871
C 1.5737 0.7978 0.8430  -0.409
C -1.8805 -1.5574 -0.8633  -0.338
H 2.2441 -1.2753 0.5962  0.267
H 0.7691 0.9351 1.5569  0.285
H -0.9604 -0.5339 0.6805  0.143
H 0.7740 -1.2842 -0.7347  0.349
H -1.8203 1.7712 -0.2237  0.308
H 3.5537 -0.1337 0.8290  0.315
H 2.5573 -0.6115 2.1775  0.315
H 0.0005 -0.4467 -2.0449  0.530
H -1.3038 -2.4990 -0.8542  0.270
H -3.3751 -0.9489 0.1830  0.319
H 1.7574 1.0710 -1.3062  0.340
H -2.0650 -1.2934 -1.9147  0.291
H -1.7004 2.3291 1.1930  0.322
H 0.2950 1.7091 -0.5852  0.166
H 2.1928 1.6977 0.9391  0.337

Its spin multiplicity is 1. The LUMO energy comes out at 0.031 hartree. The value obtained for the HOMO-LUMO gap is 0.37693 hartree. The SMILES is CCCCNCO.O. Its net charge is 0. The HOMO energy comes out at -0.3462 hartree.

*C*
C5H15NO2 | ωB97M-V/def2-TZVPD

Last column: Mulliken charge in e.
Positions of all 23 atoms, in Å:
O 0.8097 -1.4144 1.3668  -0.616
O 0.0368 2.1263 0.2140  -0.421
N -2.4196 0.8398 -0.7028  -0.699
C -0.7464 -0.8921 -1.2193  -0.741
C 1.5326 0.1367 -0.5700  -0.191
C 1.1991 1.6855 0.1611  -0.284
C 0.5557 -0.1920 -1.6762  -0.587
C -1.6440 -0.2859 -0.1572  -0.569
H 1.7344 1.5848 1.1085  0.315
H 2.5063 0.3584 -0.9963  0.411
H -2.2616 -1.0669 0.2806  0.424
H -1.8110 1.6515 -0.7115  0.298
H -3.2170 1.0595 -0.0945  0.243
H 1.5571 -0.5426 0.3374  0.077
H -0.3273 -1.7812 -0.7548  0.379
H 0.2447 0.7511 -2.1323  0.353
H 0.5579 -0.7752 3.9373  -0.093
H 1.1151 -0.8559 -2.3320  0.347
H -1.3424 -1.1571 -2.0955  0.466
H -1.0342 0.0292 0.6940  0.279
H 0.0897 -1.2916 4.2010  0.082
H 1.7303 2.2640 -0.6290  0.357
H 1.1341 -2.2317 1.7707  0.169

Its spin multiplicity is 1. The LUMO energy comes out at -0.138 hartree. The value obtained for the HOMO-LUMO gap is 0.18417 hartree. Its net charge is 0. The HOMO energy comes out at -0.3217 hartree.

*D*
C5H15NO2 | ωB97M-V/def2-TZVPD

Last column: Mulliken charge in e.
Positions of all 23 atoms, in Å:
O -1.2431 -2.1208 -1.6513  -0.541
O -1.9245 1.9248 -1.1833  -0.632
N 0.4163 -0.5633 -1.0699  -0.267
C -0.3574 -1.7027 -0.6379  -0.206
C 0.1703 0.9547 1.6519  -0.059
C 0.7046 -0.0296 2.6141  -1.315
C 1.0792 1.2667 0.4384  -0.512
C 1.4590 -0.0888 -0.1757  -0.797
H 0.2593 -2.5611 -0.3784  0.297
H 0.6432 1.8972 -0.3171  0.193
H -0.6959 -2.1509 -2.4471  0.343
H 0.1241 1.9113 2.2412  0.301
H 1.7037 -1.0070 0.3959  0.394
H -1.0126 -1.5145 0.2978  0.136
H -0.8643 0.6968 1.4050  0.185
H -0.2116 0.1565 -1.4061  0.278
H 0.5702 -1.1222 2.2868  0.273
H 2.0320 1.7537 0.7027  0.314
H -1.0732 2.2195 -1.5295  0.350
H -1.9036 2.1683 -0.2505  0.313
H 0.0822 -0.0178 3.5432  0.375
H 1.7542 0.1307 2.8330  0.317
H 2.3470 0.0310 -0.8371  0.262

Its spin multiplicity is 1. The LUMO energy comes out at 0.028 hartree. The value obtained for the HOMO-LUMO gap is 0.34298 hartree. The SMILES is CCCCNCO.O. Its net charge is 0. The HOMO energy comes out at -0.3153 hartree.

According to the calculations, the structures order from most to least stable as *B*, *D*, *A*, *C*.